{
  "formula": "C5H8B4F2NO7",
  "method": "the ωB97M-V functional and the def2-TZVPD basis",
  "species": ["C", "C", "N", "C", "B", "O", "B", "O", "B", "O", "H", "H", "H", "H", "H", "H", "H", "H", "B", "O", "C", "O", "C", "O", "O", "F", "F"],
  "positions_angstrom": [[-3.291970, -2.550825, 0.229876], [-2.637181, -2.103515, -1.048001], [-1.910132, -2.913072, -1.692848], [-2.891890, -0.663785, -1.425326], [-1.912114, 0.306442, -0.646893], [-0.615861, -0.089366, -0.398553], [-0.176156, 0.298997, 0.855644], [-0.477135, 1.583475, 1.275465], [-1.794278, 1.873144, 1.048397], [-2.355375, 1.529031, -0.172807], [-3.097337, -3.602521, 0.387605], [-4.359181, -2.352715, 0.181087], [-2.893030, -1.961860, 1.054688], [-1.512579, -2.455387, -2.510642], [-2.769012, -0.544051, -2.499762], [-3.914072, -0.394268, -1.171101], [0.328694, -0.464853, 1.609098], [-2.463485, 2.332926, 1.920605], [3.310546, 2.043867, 0.326343], [4.738515, 2.489321, 0.293884], [5.533837, 1.442068, 0.314839], [6.734678, 1.459088, 0.299971], [4.655632, 0.172815, 0.363032], [5.061341, -0.956620, 0.391846], [3.392530, 0.547595, 0.364160], [2.638939, 2.457997, -0.813521], [2.676076, 2.516071, 1.462915]],
  "atomic_forces_ev_per_a": [[0.158, 0.173, -0.341], [-0.090, 0.081, -0.023], [-0.021, -0.128, 0.007], [0.154, -0.043, 0.190], [0.290, 0.204, -0.999], [-0.650, -0.490, 0.649], [1.049, 0.425, -0.245], [-0.612, -0.686, 0.645], [0.299, 0.804, -0.243], [-0.512, -0.574, 0.649], [0.006, -0.159, 0.138], [-0.199, -0.064, 0.066], [0.043, -0.010, 0.205], [0.059, -0.005, -0.092], [0.065, 0.098, -0.175], [-0.162, 0.111, -0.064], [0.222, -0.009, -0.177], [-0.025, 0.285, -0.189], [-0.192, 0.143, 0.014], [-0.003, -0.143, -0.012], [0.072, 0.265, -0.002], [0.089, -0.049, -0.001], [-0.258, -0.199, -0.009], [0.084, -0.075, 0.009], [0.164, 0.044, 0.001], [-0.019, -0.006, -0.102], [-0.007, 0.006, 0.101]],
  "nbo_charge": [-0.668, 0.346, -0.628, -0.849, 1.172, -0.882, 1.014, -0.866, 0.987, -0.894, 0.235, 0.211, 0.214, 0.328, 0.251, 0.237, -0.097, -0.116, 1.253, -0.665, 0.675, -0.588, 0.675, -0.585, -0.673, -0.545, -0.543],
  "gap_ev": 8.61,
  "total_charge": -1,
  "energy_ha": -1076.49873,
  "e_lumo_ev": 2.304
}